Record 1
Density functional theory data (ωB97M-V with the def2-TZVPD basis set) for a structure of composition C8H15ClCrNO6.

XYZ file:
```
32
Properties=species:S:1:pos:R:3:mulliken_spin:R:1
Cr 3.0223 -0.1148 2.1292 4.1106
Cl 1.8036 0.1548 0.0070 -0.1138
C 1.4838 -0.2314 -3.3575 0.0005
C 2.2218 0.8592 -3.9460 -0.0002
N 2.7929 1.7009 -4.4316 -0.0001
H 2.1503 -0.9686 -2.9099 0.0005
H 0.8596 -0.5896 -4.1761 -0.0006
H 0.7043 0.0986 -2.6708 -0.0007
C -1.1503 -1.5617 -0.6310 0.0001
O -2.0746 -2.6140 -0.7163 0.0025
C -2.6731 -2.8243 -1.8742 -0.0666
O -2.5862 -2.1830 -2.8901 0.2050
O -3.3415 -4.0107 -1.7712 0.6038
C -4.2012 -4.2658 -2.8525 0.0753
H -1.1688 -0.7769 -1.3873 -0.0008
H -0.1311 -1.9482 -0.6393 0.0064
H -1.2044 -0.9328 0.2576 0.0018
H -3.9881 -5.2893 -3.1609 0.0842
H -3.9975 -3.6175 -3.7047 -0.0009
H -5.2596 -4.3288 -2.5998 0.0904
C -0.3826 2.6307 1.8460 0.0012
O 0.3590 3.1869 2.8979 0.0042
C 1.4997 2.7024 3.3829 -0.0017
O 2.1112 1.7038 2.9155 -0.0011
O 1.8981 3.5174 4.3673 0.0012
C 3.0587 3.1987 5.1145 -0.0003
H -0.8557 1.7474 2.2750 0.0001
H 0.1614 2.3863 0.9337 -0.0013
H -1.1861 3.3270 1.6061 0.0003
H 3.2222 2.1228 5.0515 0.0004
H 2.8520 3.3048 6.1794 -0.0003
H 3.9997 3.6157 4.7556 0.0001
```

Calculated values
Kohn-Sham gap (spin up / spin down) = 0.235 / 0.103 hartree
2S+1 = 6
total energy = -63236.397 eV
charge = +2
strongest force on any atom = 3.66 eV/A
HOMO level (spin up / spin down) = -0.5722 / -0.5722 Eh

=====

Record 2
Density functional theory data (ωB97M-V with the def2-TZVPD basis set) for an isolated molecule of C7H12OSi.

XYZ file:
```
21
Properties=species:S:1:pos:R:3:lowdin_charge:R:1
C 0.6820 -1.7134 1.7845 -0.0781
C -0.3013 -2.3303 1.2883 0.0113
C -1.3614 -0.3230 2.3629 -0.2409
C -0.3338 -0.7428 1.3448 -0.3680
C 0.5758 -0.6932 -1.6239 -0.2078
C 1.3892 1.6117 0.3419 -0.1765
C -1.6472 0.9881 -0.8026 -0.1886
O -1.8139 0.8053 2.4041 0.0358
Si 0.0173 0.3449 -0.1912 0.5664
H 1.6065 -1.7112 2.4857 0.1514
H -0.7114 -3.2229 0.8727 0.0997
H -1.5997 -1.1470 2.9790 0.1030
H 0.4811 -0.1266 -2.5889 0.0438
H 1.5500 -1.1982 -1.7660 0.0307
H -0.1265 -1.6049 -1.6902 0.0556
H 1.7300 2.5162 -0.1686 0.0172
H 1.1853 1.9502 1.3740 0.0223
H 2.3433 1.0450 0.4893 0.0288
H -1.5917 1.7554 -1.6409 0.0527
H -2.1796 0.1088 -1.2112 0.0348
H -2.4091 1.4128 -0.1833 0.0066
```

Calculated values
structure (SMILES) = C[Si](C)(C)C1(C=O)C=C1
relative energy (zero: lowest compared OMol25 entry of this formula, charge and spin) = 73.7 kcal/mol
Kohn-Sham gap = 0.364 hartree
2S+1 = 1
total energy = -17375.861 eV
strongest force on any atom = 4.70 eV/A
HOMO level = -0.3372 Eh

=====

Record 3
Density functional theory data (ωB97M-V with the def2-TZVPD basis set) for a structure of composition C30H29N4OPPtS2.

XYZ file:
```
68
Properties=species:S:1:pos:R:3:lowdin_charge:R:1
Pt 0.1070 -0.3559 -0.5930 0.8470
O 3.0624 -1.0787 -0.4980 -0.0392
N 1.9538 -0.9768 0.2842 -0.1644
C 2.1874 -0.9541 1.5326 -0.0532
C 1.1365 -0.9428 2.5546 -0.2164
C 1.3372 -1.8634 3.5889 -0.0064
C 0.3527 -2.1016 4.5285 -0.0268
C -0.8188 -1.3573 4.4970 -0.0307
C -0.9830 -0.3682 3.5413 -0.0873
C -0.0367 -0.1671 2.5338 -0.3444
P -0.2426 1.2128 1.3353 1.0813
C -0.5789 2.6381 2.4229 -0.3527
C 0.0343 2.7262 3.6720 -0.0837
C -0.2631 3.7927 4.5044 -0.0485
C -1.1321 4.7881 4.0784 -0.0428
C -1.7070 4.7218 2.8165 -0.0514
C -1.4278 3.6528 1.9813 -0.0812
C -1.8328 0.9256 0.4410 -0.4112
C -3.0615 0.5662 0.9886 -0.0576
C -4.1507 0.3418 0.1602 -0.0101
C -4.0351 0.4322 -1.2279 -0.0301
C -2.8337 0.8014 -1.7935 -0.0342
C -1.7243 1.0524 -0.9714 -0.2711
H 2.7407 -1.4813 -1.3249 0.0329
H 3.2188 -1.0748 1.8554 0.1620
H 2.2704 -2.4121 3.6293 0.1296
H 0.5041 -2.8493 5.2949 0.1251
H -1.5892 -1.5225 5.2386 0.1243
H -1.8486 0.2747 3.6018 0.1058
H 0.7306 1.9645 3.9981 0.1114
H 0.1865 3.8471 5.4865 0.1189
H -1.3537 5.6244 4.7275 0.1200
H -2.3748 5.5039 2.4814 0.1185
H -1.8801 3.5972 0.9987 0.1087
H -3.1892 0.4900 2.0576 0.1033
H -5.1093 0.1057 0.6043 0.1270
H -4.8961 0.2516 -1.8566 0.1242
H -2.7575 0.9319 -2.8650 0.1276
H -0.8971 1.6165 -1.3990 0.0696
S 1.1910 -0.6093 -2.8696 0.6720
C 2.4029 0.6240 -3.0163 -0.7551
N 2.2164 1.8513 -2.5548 0.0340
C 3.1723 2.9302 -2.8051 -0.1365
C 4.5758 2.3454 -2.7673 -0.1458
C 4.6802 1.2174 -3.7808 -0.1360
N 3.5226 0.3244 -3.6558 0.0432
H 1.3744 2.0329 -2.0412 0.0997
H 3.0402 3.6980 -2.0466 0.1304
H 2.9691 3.3735 -3.7831 0.1355
H 4.7738 1.9573 -1.7666 0.1250
H 5.3125 3.1127 -2.9942 0.1296
H 5.5785 0.6312 -3.5911 0.1323
H 4.7422 1.6057 -4.7988 0.1328
H 3.5972 -0.6001 -4.0487 0.1398
S -2.0682 -4.3129 0.6197 1.1362
C -1.3747 -2.7538 0.5419 -0.4542
N -1.0080 -2.3424 -0.6372 -0.0751
C -1.2767 -3.2949 -1.6117 -0.3005
C -1.0485 -3.1926 -2.9848 -0.0341
C -1.4008 -4.2508 -3.7939 -0.0507
C -1.9770 -5.4121 -3.2686 -0.0509
C -2.2132 -5.5312 -1.9153 -0.0647
C -1.8623 -4.4629 -1.0979 -0.4475
H -1.2621 -2.1712 1.4447 0.0583
H -0.6127 -2.2953 -3.3999 0.0307
H -1.2320 -4.1829 -4.8601 0.1173
H -2.2494 -6.2246 -3.9277 0.1194
H -2.6622 -6.4210 -1.4952 0.1210
```

Calculated values
relative energy (zero: lowest compared OMol25 entry of this formula, charge and spin) = 95.9 kcal/mol
Kohn-Sham gap (spin up / spin down) = 0.213 / 0.224 hartree
2S+1 = 1
total energy = -73779.790 eV
charge = +2
strongest force on any atom = 1.69 eV/A
HOMO level (spin up / spin down) = -0.4932 / -0.4963 Eh

=====

Record 4
Density functional theory data (ωB97M-V with the def2-TZVPD basis set) for a cluster of 2 separate species, H3S3 in total.

XYZ file:
```
6
Properties=species:S:1:pos:R:3:mulliken_spin:R:1
S 0.7400 1.8736 -1.0858 0.2074
H -0.5584 2.2551 -1.5214 -0.0046
S -0.9357 -1.5790 1.9855 0.0480
S 0.3697 -0.2492 -0.9379 0.7614
H -1.6141 -2.2969 1.1100 -0.0002
H -0.6110 -0.6838 1.0231 -0.0120
```

Calculated values
relative energy (zero: lowest compared OMol25 entry of this formula, charge and spin) = 9.5 kcal/mol
Kohn-Sham gap (spin up / spin down) = 0.339 / 0.260 hartree
2S+1 = 2
total energy = -32553.006 eV
strongest force on any atom = 3.11 eV/A
HOMO level (spin up / spin down) = -0.3481 / -0.3523 Eh

=====

Record 5
Density functional theory data (ωB97M-V with the def2-TZVPD basis set) for a cluster of 2 separate species, C4H14NO2 in total.

XYZ file:
```
21
Properties=species:S:1:pos:R:3:lowdin_charge:R:1
C 1.1488 1.6707 1.5182 -0.0157
C 0.5426 0.5241 0.7185 -0.3027
C 1.2606 0.2178 -0.6239 -0.1417
C 0.7983 -1.0136 -1.5396 -0.1887
O 0.0106 -1.6935 -0.5802 -0.1276
N -0.9334 0.8934 0.2978 0.1969
H 1.4219 1.2034 2.4938 0.1105
H 0.3303 2.3896 1.6030 0.0784
H 1.9904 2.1033 0.9969 0.0867
H 0.4708 -0.4958 1.1717 0.1523
H 1.3172 1.0943 -1.2720 0.1160
H 2.2901 0.0219 -0.3159 0.1216
H 0.1575 -0.6945 -2.4219 0.1351
H 1.7066 -1.6041 -1.8043 0.1339
H 0.0841 -2.6457 -0.7798 0.1200
H -1.5527 0.0518 0.4196 0.1052
H -1.3176 1.7273 0.7370 0.1466
H -0.8647 1.1442 -0.7416 0.1866
H -3.6539 -1.5147 0.3404 0.0864
H -2.4442 -2.1307 -0.2455 0.0644
O -2.7633 -1.2493 0.0278 -0.0641
```

Calculated values
relative energy (zero: lowest compared OMol25 entry of this formula, charge and spin) = 34.2 kcal/mol
Kohn-Sham gap = 0.425 hartree
2S+1 = 1
total energy = -9953.276 eV
charge = +1
strongest force on any atom = 2.61 eV/A
HOMO level = -0.5339 Eh

=====

Record 6
Density functional theory data (ωB97M-V with the def2-TZVPD basis set) for a structure of composition C8H12CuO8.

XYZ file:
```
29
Properties=species:S:1:pos:R:3:mulliken_spin:R:1
Cu -0.1184 -0.4447 -0.4346 -0.0005
C 5.7162 1.7211 -2.5614 0.0000
C 4.4953 0.9938 -2.1130 0.0000
O 4.5235 0.0661 -1.2839 0.0002
O 3.3594 1.2372 -2.5702 0.0002
H 6.5564 1.3330 -1.9856 0.0000
H 5.6831 2.7996 -2.4070 0.0000
H 5.7650 1.4993 -3.6275 0.0000
C -1.9629 -6.7232 -0.0146 0.0000
C -1.7003 -5.1740 -0.1788 0.0000
O -0.7887 -4.7968 -0.9536 0.0000
O -2.0364 -4.3024 0.7031 0.0000
H -1.6497 -6.9999 0.9921 0.0000
H -1.3278 -7.3066 -0.6812 0.0000
H -2.9865 -7.0148 -0.2498 0.0000
C 2.8925 3.7388 4.0641 0.0000
C 1.4985 3.1353 3.7218 0.0000
O 1.4789 2.0297 3.1540 0.0000
O 0.3389 3.5845 4.0670 0.0000
H 3.6859 2.9915 4.0515 0.0000
H 2.8525 4.2779 5.0107 0.0000
H 2.9992 4.4918 3.2833 0.0000
C -6.3083 1.3242 -1.4854 -0.0157
C -4.7435 1.2192 -1.4222 -0.0782
O -3.9918 0.5655 -2.2128 0.5397
O -4.1976 1.4839 -0.3440 0.5428
H -6.7627 1.0081 -0.5464 0.0026
H -6.6958 0.8843 -2.4043 0.0070
H -6.5750 2.3776 -1.5712 0.0022
```

Calculated values
relative energy (zero: lowest compared OMol25 entry of this formula, charge and spin) = 189.7 kcal/mol
Kohn-Sham gap (spin up / spin down) = 0.123 / 0.059 hartree
2S+1 = 2
total energy = -69504.422 eV
charge = -2
strongest force on any atom = 4.32 eV/A
HOMO level (spin up / spin down) = -0.0619 / -0.0619 Eh